This record from the OMol25 dataset describes one molecule with the formula C4H6BrCl in a non-equilibrium geometry. The level of theory is ωB97M-V/def2-TZVPD.

Values from the calculation:
Energy relative to the best compared isomer or geometry (same formula, charge and spin) = 50.5 kJ/mol
Net charge = 0
E = -3190.1895 Eh
Spin multiplicity = 1
E_LUMO = 0.6 eV
Structure (SMILES) = C[C@H](Br)/C=C/Cl

Last column: natural (NBO) charge in e.
Positions of all 12 atoms, in Å:
Br1 2.424 0.878 -0.096  -0.018
H1 -0.126 2.016 -1.506  0.222
H2 0.080 1.316 0.807  0.224
H3 0.913 -1.559 0.134  0.224
H4 0.443 0.412 -2.082  0.219
Cl1 -0.925 -2.836 1.882  -0.014
C1 -0.809 -1.157 1.334  -0.199
C2 -0.123 0.962 -1.316  -0.621
H5 -1.110 0.569 -1.388  0.218
H6 -1.474 -0.411 1.706  0.211
C3 0.477 0.624 0.054  -0.249
C4 0.232 -0.814 0.471  -0.217

Atoms 1-2, force components in eV/Å:
-0.2 0.2 0.3
0.2 0.5 -0.2